[1]
2 unconnected molecules or ions with the total composition C2H2N4O3, computed with ωB97M-V with the def2-TZVPD basis set.

```
11
Properties=species:S:1:pos:R:3:lowdin_spin:R:1
C -0.54 2.39 -0.19 0.38
C -0.40 -0.26 0.22 0.08
N -0.72 3.40 -0.69 0.07
N 1.43 -0.54 1.65 0.68
N 0.93 -0.36 0.45 -0.02
N -0.98 -0.72 -0.99 0.00
O 2.55 -0.92 1.85 0.80
O -2.15 -0.97 -1.01 -0.02
O -0.17 -0.93 -1.88 0.03
H -1.16 -0.35 1.08 -0.01
H 1.21 -0.75 -0.48 0.01
```

Summary:
- ⟨S²⟩: 2.1554
- HOMO energy (spin up / spin down): -9.95 / -9.95 eV
- E: -14197.3866 eV
- Multiplicity: 3
- Frontier orbital gap (spin up / spin down): 7.302 / 5.835 eV
- Max |F|: 5.432 eV/A

=====

[2]
A molecular structure, C2H2N4P, computed with ωB97M-V with the def2-TZVPD basis set.

```
9
Properties=species:S:1:pos:R:3:lowdin_charge:R:1
C -1.09 0.10 0.51 -0.14
C -1.03 -0.12 -0.80 -0.22
N 2.63 1.79 0.47 0.07
N -0.25 -0.84 1.15 0.08
N 0.27 -1.81 0.58 -0.14
N 2.34 0.90 -0.12 0.00
P 0.29 -1.44 -1.08 1.14
H -1.73 0.88 0.85 0.13
H -1.43 0.53 -1.56 0.08
```

Summary:
- Charge: +1
- HOMO energy (spin up / spin down): -16.51 / -15.73 eV
- E: -17344.1242 eV
- Frontier orbital gap (spin up / spin down): 7.752 / 7.163 eV
- Max |F|: 3.600 eV/A

=====

[3]
A single C2H2N4S molecule, computed with ωB97M-V with the def2-TZVPD basis set.

```
9
Properties=species:S:1:pos:R:3:lowdin_charge:R:1
C -1.03 -0.57 0.37 -0.98
C 0.99 0.65 -0.93 -0.22
H 1.77 1.43 -1.32 0.14
H 0.31 -0.84 1.82 0.16
N -1.21 0.30 -0.75 0.07
N -0.20 0.67 -1.51 0.05
N 1.28 0.15 0.29 0.10
N 0.21 -0.41 0.86 -0.03
S -2.12 -1.37 1.17 0.71
```

Summary:
- HOMO energy: -9.23 eV
- E: -18898.3929 eV
- Frontier orbital gap: 7.543 eV
- Max |F|: 4.764 eV/A

=====

[4]
A single C2H2N6 molecule, computed with ωB97M-V with the def2-TZVPD basis set.

```
10
Properties=species:S:1:pos:R:3:lowdin_charge:R:1
C 0.00 1.09 -0.26 -0.40
C 0.41 -1.62 -0.32 -0.30
H 0.03 2.80 0.77 0.18
H 1.10 -2.51 -0.70 0.16
N 0.29 2.36 -0.39 0.09
N -0.62 0.14 -1.22 0.11
N -0.43 -1.11 -1.24 0.05
N 0.46 -1.27 0.82 0.02
N -0.38 -0.49 1.51 0.00
N -0.86 0.59 1.01 0.09
```

Summary:
- HOMO energy: -9.96 eV
- E: -11039.5595 eV
- Frontier orbital gap: 8.533 eV
- Max |F|: 7.296 eV/A

=====

[5]
A gas-phase ion, C2H2NO2 (charge +1), computed with ωB97M-V with the def2-TZVPD basis set.

```
7
Properties=species:S:1:pos:R:3:lowdin_charge:R:1
C -1.24 1.22 0.65 0.00
C 0.06 -0.32 -1.09 -0.07
N -0.90 0.55 -0.81 0.14
O -1.00 2.33 0.29 0.12
O 0.94 -1.03 -1.32 0.36
H -1.51 0.93 1.65 0.17
H -1.02 1.51 -1.43 0.26
```

Summary:
- Charge: +1
- HOMO energy: -17.11 eV
- E: -7680.6552 eV
- Frontier orbital gap: 10.776 eV
- Max |F|: 5.598 eV/A

=====

[6]
A molecular structure, C2H2NO2P, computed with ωB97M-V with the def2-TZVPD basis set.

```
8
Properties=species:S:1:pos:R:3:lowdin_charge:R:1
C -0.61 0.09 0.87 -0.16
C -0.27 -1.02 -0.05 -0.55
N 0.29 1.01 0.95 -0.21
O -0.94 -1.94 -0.42 0.14
O 1.00 -0.77 -0.51 -0.33
P 1.62 0.65 0.02 0.92
H -1.54 0.14 1.40 0.12
H 0.45 1.85 -2.24 0.06
```

Summary:
- HOMO energy (spin up / spin down): -10.80 / -8.83 eV
- E: -16977.0624 eV
- Frontier orbital gap (spin up / spin down): 8.732 / 7.709 eV
- Max |F|: 0.704 eV/A

=====

[7]
A gas-phase ion, C2H2NO2S (charge -1), computed with ωB97M-V with the def2-TZVPD basis set.

```
8
Properties=species:S:1:pos:R:3:lowdin_charge:R:1
C 0.31 0.10 -0.90 -0.21
C 0.01 -0.97 -0.07 -0.28
N 0.56 -0.16 -2.17 -0.19
O 0.56 0.89 -2.88 -0.18
O 0.03 -2.22 -0.31 -0.60
S 0.41 -2.93 -1.84 0.30
H 0.02 1.10 -0.72 0.08
H -0.32 -0.73 0.86 0.08
```

Summary:
- Charge: -1
- HOMO energy: -2.72 eV
- E: -18523.7753 eV
- Frontier orbital gap: 6.780 eV
- Max |F|: 3.231 eV/A

=====

[8]
A gas-phase ion, C2H2NO3 (charge -1), computed with ωB97M-V with the def2-TZVPD basis set.

```
8
Properties=species:S:1:pos:R:3:lowdin_charge:R:1
C 1.34 -0.04 -0.04 -0.71
C -0.11 0.53 -0.20 0.03
N -1.15 -0.26 0.11 -0.14
O 2.20 0.83 0.17 -0.07
O 1.32 -1.32 -0.14 -0.12
O -2.46 -0.08 0.09 -0.22
H -0.12 1.59 -0.18 0.10
H -1.01 -1.25 0.18 0.13
```

Summary:
- Charge: -1
- HOMO energy: -4.67 eV
- E: -9738.4212 eV
- Frontier orbital gap: 9.077 eV
- Max |F|: 2.627 eV/A

=====

[9]
A molecular structure, C2H2NO3S, computed with ωB97M-V with the def2-TZVPD basis set.

```
9
Properties=species:S:1:pos:R:3:lowdin_charge:R:1
C -1.50 -0.26 -0.22 -0.94
C 0.43 0.30 -0.45 -0.11
N 1.21 -0.11 0.57 -0.50
O -1.81 -0.75 -1.27 -0.06
O 1.14 0.50 1.63 -0.03
O 1.82 -1.21 0.44 -0.06
S -2.14 0.30 1.18 0.54
H 0.20 1.39 -0.55 0.10
H 0.66 -0.16 -1.34 0.06
```

Summary:
- Charge: -1
- HOMO energy: -4.19 eV
- E: -20572.4460 eV
- Frontier orbital gap: 7.834 eV
- Max |F|: 3.486 eV/A

=====

[10]
A gas-phase ion, C2H2NO3S (charge +1), computed with ωB97M-V with the def2-TZVPD basis set.

```
9
Properties=species:S:1:pos:R:3:lowdin_charge:R:1
C -0.37 -0.72 -0.47 -0.29
C -0.59 0.79 -0.15 -0.56
N 2.54 -0.39 -0.27 -0.05
O 2.77 0.36 0.49 0.18
O 0.27 1.58 -0.31 0.17
O -1.76 0.94 0.46 0.17
S 0.93 -1.50 0.08 1.11
H -1.31 -1.37 -0.45 0.12
H -2.47 0.31 0.62 0.14
```

Summary:
- Charge: +1
- HOMO energy (spin up / spin down): -15.34 / -15.34 eV
- E: -20561.8643 eV
- Frontier orbital gap (spin up / spin down): 7.980 / 7.981 eV
- Max |F|: 3.133 eV/A